DFT (ωB97M-V/def2-TZVPD) results for a structure of composition C7H13ClCuNO6.

Structure (XYZ):
```
29
Properties=species:S:1:pos:R:3:forces:R:3:mulliken_charge:R:1
Cl -3.9420 7.5740 14.2073 0.8187 -0.1323 -0.4656 -0.805
C -5.7062 4.6481 10.7067 1.5214 -0.8586 -0.6038 -0.045
O -0.6414 6.9256 11.9792 -1.3016 0.2148 0.8769 -0.421
H 1.5769 6.6944 8.7161 0.5099 0.0965 0.0225 0.256
H -6.9612 2.8869 11.2050 0.5951 -0.1197 -0.2439 0.089
C 2.6276 6.5680 10.7020 0.2410 -0.4862 -0.2153 -0.438
H -4.8950 7.7465 7.7099 -0.4207 -0.4435 -0.1040 0.314
H -5.9404 7.2322 9.1367 -0.0268 -0.1463 0.0299 0.302
O -7.7134 4.4483 12.2121 -0.1971 0.4604 0.1157 -0.906
H 3.4321 5.8421 10.8212 0.1219 0.1499 0.0010 0.250
O -3.1639 7.6560 10.1553 -0.2022 0.0140 0.2833 -0.617
O -3.4758 6.0884 8.7318 0.2837 -1.0610 -0.2196 -0.513
H -4.9490 8.7769 9.0994 -0.4572 -0.1480 0.3577 0.296
H 1.8705 5.0480 9.2777 0.0181 -0.0181 0.1121 0.258
C 1.7631 6.6501 11.9626 -0.3806 -0.2275 -0.9978 -0.423
C -7.0786 4.0106 11.1215 -1.1163 -0.1083 1.2005 -0.493
H 3.0721 7.5160 10.4045 -0.0643 0.1109 0.2231 0.277
H 1.9394 7.5315 12.5633 -0.0863 -0.0839 0.2963 0.324
H -7.7614 4.1126 10.2156 0.4297 0.0206 -0.5632 0.234
C 0.3434 6.6117 11.4168 0.8089 0.0082 -0.5935 0.455
H -5.2061 3.7775 10.1792 -0.2629 0.2063 -0.3422 0.176
Cu -2.9089 6.2493 12.1287 -2.1425 -0.2495 0.3554 0.330
N -3.8268 7.0727 9.3142 0.2191 0.7703 -0.4971 1.130
O 0.3385 6.1006 10.1654 0.4457 -0.0683 -0.0837 -0.344
C 1.6694 6.0687 9.6040 -0.9925 -0.0264 0.1095 -0.380
H 1.7731 5.7192 12.5336 0.4920 0.2154 0.3148 0.249
O -4.8209 5.1438 11.6306 0.6941 0.7026 0.4090 -0.305
C -5.0516 7.7390 8.7845 0.7595 0.9810 0.1707 -0.867
H -5.9033 5.3660 9.8725 -0.3080 0.2268 0.0514 -0.384
```
Forces are in eV/Å.

Its charge is -2. Its orbital gap is 2.16 eV. As for the calculated total energy: -2881.14583 Eh. Its maximum force is 2.19 eV/A. The calculation puts the HOMO energy at 1.7 eV.

DFT (ωB97M-V/def2-TZVPD) results for a cluster of 5 separate species, C14H41N7O5 in total.

Structure (XYZ):
```
67
Properties=species:S:1:pos:R:3:forces:R:3:mulliken_charge:R:1
C -1.2857 1.8151 4.1824 0.1679 -0.2068 0.7666 -0.471
C -2.6986 -0.9250 -3.0623 0.1226 -0.4579 -0.1373 0.664
H 6.8968 -1.7712 -1.0238 -0.0039 -0.0072 -0.0182 0.421
H 6.0872 -2.3427 0.4541 0.2730 0.3289 0.2050 0.324
C -3.7751 -1.3052 -4.0938 1.0101 1.0929 0.5603 -0.791
H 0.5279 5.2202 0.9969 -0.2609 0.1663 0.1979 0.234
H -1.6822 -0.2674 -0.6673 -0.6160 0.6292 -0.1196 0.079
C -0.3584 3.9603 -0.2682 -0.0688 0.6623 -1.8841 0.723
H 0.3698 1.9493 5.6234 -0.4385 0.2457 0.1025 0.172
H -2.3321 4.0455 -0.0882 -0.7318 -0.4163 -0.4656 0.124
O 0.7816 0.4945 1.0907 0.0771 -0.8209 -0.0460 -0.771
C 2.6437 -4.5619 0.1561 0.1659 0.8693 0.4534 -0.656
H -2.7254 0.1646 -3.1080 0.6995 0.0608 0.1295 0.084
H -3.8052 -1.0167 -7.2758 -0.3361 0.2815 -0.1330 0.253
H -3.5714 -2.1898 -1.7492 0.0083 -0.0960 0.4306 0.242
C 0.2056 2.0013 4.5447 0.8147 0.4070 -0.6269 0.656
H -0.6693 -1.8697 -0.4862 0.2198 -0.4641 -0.0482 0.182
N 0.0585 -1.5007 0.0946 0.9138 0.6972 1.1301 -0.259
H -1.2616 1.3747 -0.0246 -0.2990 -0.1714 -0.0962 0.202
H -3.2638 2.5609 6.7008 0.2549 0.3640 0.0114 0.272
H 2.0340 1.1168 4.0642 -0.0530 0.3053 0.4898 0.295
H -1.3442 -2.6271 -3.5339 -0.5088 0.0442 -0.7065 0.301
H -0.0369 4.1390 4.2455 0.0763 0.0983 0.1129 0.335
H -3.7053 -0.6214 -1.3193 -0.2027 -0.2150 0.1518 0.269
C -2.4403 2.0254 6.2293 -0.2746 -0.2143 -0.0140 -0.689
N 1.0385 0.9505 3.9827 -0.6295 -0.8001 -0.8348 -0.668
H -4.7251 -0.8775 -3.7570 -0.2132 -0.0034 -0.1022 0.384
C 0.6983 3.3573 4.0279 -0.0281 1.0874 0.7177 -1.247
H 4.8995 -3.4469 -1.3647 0.5659 0.0709 -0.2091 0.205
O -2.1535 2.6217 4.9870 0.1715 0.1806 -0.3884 -0.384
H 4.4029 -0.7773 -2.1894 -0.2296 0.3073 -0.8776 0.317
H 0.9138 -1.9704 0.3369 -0.2852 -0.3516 -0.1291 0.131
H -3.8849 -2.3934 -4.1192 0.0832 -0.1272 -0.5102 0.379
H -0.7819 -1.0178 -4.2009 -0.5123 -0.3176 -0.5374 0.345
C 5.9719 -1.7401 -0.4489 -0.9529 -1.1382 0.0985 -1.365
N -1.6259 3.5154 -0.5591 0.1439 -0.3816 0.7068 -0.485
O 0.6153 3.6993 -0.9533 -0.1193 -0.3458 0.7854 -0.631
H -1.2068 5.1485 1.2175 0.0952 -0.0409 0.2791 0.161
H -4.7453 -2.0459 -6.1955 0.1773 -0.0983 0.1450 0.327
H -2.8235 1.0054 6.1115 0.2181 -0.1585 -0.1608 0.295
C -4.3330 -1.0429 -6.3244 0.4993 0.4485 0.1764 -0.735
H -5.1561 -0.3306 -6.2349 -0.0843 0.0096 -0.4834 0.272
O 3.4530 -3.4500 0.4932 0.5992 0.4805 0.4724 -0.397
H -1.5631 1.9968 6.8790 -0.0492 0.0412 0.1353 0.268
H -1.6330 0.7893 4.3283 0.4281 -0.2646 -0.2526 0.428
N 4.6499 -1.7087 -2.5311 -0.4658 0.5668 0.8425 -0.721
H 2.6820 -2.4580 -1.1536 -0.1965 0.1353 0.0345 0.447
H 0.9591 3.4645 2.9728 -0.4379 -0.7724 -0.1990 0.215
H -1.7819 2.9506 -1.3740 -0.0987 0.3196 -0.0948 0.256
H 3.3075 -1.4351 0.1602 0.1649 0.1162 -0.0166 0.366
C 3.4833 -2.3452 -0.4158 -0.3580 -0.6912 -0.4973 -0.799
H -1.4266 2.0938 3.1375 -0.1132 0.0856 -0.0141 0.034
N -1.0887 0.3984 -0.1980 0.6070 -0.1715 0.6359 -0.140
H 5.7164 -0.7098 -0.1987 0.1217 0.0246 0.0902 0.344
H 5.6005 -1.5698 -2.8587 -0.0163 -0.1039 -0.3147 0.307
O -3.3649 -0.6925 -5.3266 -0.9879 -1.7049 0.5483 -0.312
H 0.8955 0.9810 2.9726 0.0154 -0.4418 0.0481 0.212
N -0.3820 4.8986 0.7105 1.0430 0.1540 0.4007 -0.428
C -1.3348 -1.5405 -3.4227 0.7277 0.4048 0.8943 -1.250
N -3.0558 -1.3186 -1.6684 -0.1974 0.0927 -0.9684 -0.720
H 2.7676 -4.7674 -0.9082 -0.4187 -0.3886 0.0176 0.341
H -0.6152 -1.4747 -2.6017 -0.3196 0.5083 0.3865 0.237
H 2.9475 -5.3914 0.7936 0.2974 -0.0953 -0.2955 0.246
H 1.6320 3.6333 4.5259 -0.0799 0.0024 0.2510 0.379
H 1.6231 -4.3357 0.4821 -0.2997 -0.1383 -0.6268 0.245
C 4.7840 -2.3668 -1.2285 0.7280 -0.3078 0.6222 0.366
C -0.0095 -0.1661 0.4322 -0.6034 0.6245 -1.2216 0.579
```
Forces are in eV/Å.

Its orbital gap is 8.79 eV. As for the calculated total energy: -1317.48019 Eh. Its maximum force is 2.05 eV/A. The calculation puts the HOMO energy at -8.4 eV.

DFT (ωB97M-V/def2-TZVPD) results for the molecule C21H30N2O3S.

Structure (XYZ):
```
57
Properties=species:S:1:pos:R:3:forces:R:3:mulliken_charge:R:1
C 1.7161 -1.9608 -0.8735 -0.0957 0.0251 -0.0959 -0.499
H -1.2643 4.0583 1.6957 0.1678 0.0681 0.1896 0.508
H -0.3426 -1.6146 -1.2695 -0.0554 -0.0453 -0.0713 -0.123
H 0.8420 5.2611 0.9909 -0.0364 0.0358 -0.0190 0.474
C -3.1003 0.1459 0.7963 -0.0658 -0.0203 0.1323 -0.407
H -0.2723 -2.6303 2.3814 -0.0496 0.0798 0.0240 0.380
C -2.6840 0.1186 -1.5735 0.0454 0.1404 -0.1280 -0.102
O -3.0817 3.2515 0.4512 -0.0372 -0.0251 0.2031 -0.795
N 3.1764 0.9603 -0.2895 0.2991 -0.0181 0.3544 -0.002
H 0.2579 -3.1646 -1.8398 -0.0527 0.0495 -0.0515 0.512
C 1.7008 3.5416 -0.0103 -0.1915 0.0826 -0.1984 -0.810
H -0.1748 0.6540 -0.2896 0.2166 -0.1562 0.0610 -0.704
O 2.3209 0.9620 -2.3725 -0.0908 -0.1571 -0.4618 -0.704
C 0.1426 -2.2136 1.4611 0.1319 -0.2635 0.0629 -0.022
C 2.2764 1.3456 -1.2234 -0.2717 0.4792 0.2300 -0.248
H -3.5457 -3.8202 -1.3021 0.0235 -0.0868 -0.0249 0.380
H 0.5885 2.5826 -1.5776 0.2086 -0.1116 0.0671 0.509
H -0.3167 -1.2358 1.2999 -0.0512 0.0696 0.0298 -0.253
H 4.0246 -0.3832 -1.5677 0.0826 0.0361 0.0992 0.453
H 1.8810 -1.2618 2.3122 0.0916 -0.0073 0.0280 0.427
C 1.1882 2.2821 -0.7133 0.0833 -0.1190 0.0134 0.732
H 4.4365 -2.1508 0.0981 0.0876 0.0083 0.1178 0.367
H 2.0791 -2.9837 2.0176 0.0494 0.0341 0.1178 0.398
C -3.5508 -1.1604 0.7284 0.0434 0.1183 -0.0467 -0.758
C 0.3096 -2.4559 -1.0094 -0.0628 -0.1675 0.1286 -0.274
C 1.6554 -2.0626 1.6013 -0.2853 0.0169 -0.1010 -1.054
H 0.3212 -4.0749 0.4067 -0.0175 -0.0904 0.0058 0.407
H 2.3089 4.1276 -0.7014 0.0873 -0.0273 0.0500 0.373
H -1.2546 -3.2931 0.2190 -0.0260 -0.0933 -0.0008 0.188
N -0.7982 2.2877 0.7879 -1.0044 -0.1068 -0.4960 0.150
C -0.3592 3.5212 1.4105 -0.1525 0.6667 0.0660 -0.953
C 2.3332 -1.7796 0.2857 0.1905 -0.0516 0.2125 1.037
H -0.1010 4.6609 -0.3857 0.0230 0.1175 -0.0095 0.329
C 0.5048 4.3628 0.4714 0.1433 -0.1559 0.2109 -0.572
C -3.1372 -1.1877 -1.6341 -0.0564 0.0454 0.1350 -0.572
H -2.3376 0.6430 -2.4504 0.0453 0.0038 -0.1471 0.506
H -3.8876 -1.6593 1.6252 -0.0278 -0.0473 0.0991 0.371
H 2.2186 -1.7386 -1.8031 0.1903 0.1260 -0.1117 0.298
H -3.0791 0.6925 1.7253 -0.0208 -0.0096 0.1883 0.448
H 3.0542 1.2581 0.6647 -0.0842 0.0851 -0.0874 0.295
C 4.1028 -0.1242 -0.5112 0.1409 -0.2305 0.0166 -0.998
H 0.8535 1.0990 1.0849 -0.0656 -0.0423 -0.0390 0.403
C -0.1804 -3.1135 0.2760 -0.0931 0.2440 -0.0715 -0.882
H 4.0001 -1.0711 1.4190 0.0433 -0.0411 0.0318 0.382
S -2.1116 2.4673 -0.2548 0.0352 -0.3171 0.4655 1.646
H 5.1242 0.2152 -0.3070 -0.0619 -0.0789 -0.1174 0.392
C -4.1012 -3.2406 -0.5683 -0.0472 0.0228 -0.0084 -1.678
H -3.1501 -1.7079 -2.5805 0.0163 -0.0495 -0.1056 0.391
H 2.3242 3.2802 0.8502 0.0794 0.0145 0.0366 0.257
H -4.0444 -3.7378 0.3968 0.0022 -0.0811 0.0390 0.373
C 3.7740 -1.3283 0.3806 -0.0033 0.1201 -0.2941 -1.165
C 0.2760 1.4950 0.2409 0.2587 -0.2613 -0.4154 -0.431
O -1.7202 2.9130 -1.5639 0.0710 -0.2802 -0.1281 -0.714
H -5.1462 -3.2242 -0.8785 -0.0663 -0.0700 -0.0118 0.438
H 0.2006 3.2576 2.3154 -0.0681 -0.0217 -0.0399 0.372
C -2.6720 0.7738 -0.3573 0.2324 0.4877 -0.0641 -0.450
C -3.5784 -1.8397 -0.4863 0.0512 0.0567 -0.0701 0.975
```
Forces are in eV/Å.

Its orbital gap is 9.55 eV. As for the calculated total energy: -1551.64784 Eh. Its maximum force is 1.13 eV/A. The calculation puts the HOMO energy at -9.0 eV.

Listing M for the structures above in their given order: 306.18 387.53 390.55 g/mol.